Computed, not measured: 10 unconnected molecules or ions with the total composition C51H46O31 at a distorted geometry, with ωB97M-V/def2-TZVPD.

Cartesian coordinates (Å):
1 C 40.55500 30.92100 26.96100
2 C 33.52300 29.10100 35.06400
3 H 44.95900 23.06400 36.11200
4 H 30.94400 24.83700 34.90000
5 C 37.31200 30.75100 36.73200
6 O 37.36500 28.91100 31.22600
7 C 34.76700 31.92500 29.97200
8 H 41.92000 31.12700 25.57300
9 O 34.14600 25.78600 36.65700
10 C 35.54900 33.30800 30.20600
11 C 38.63100 26.98200 28.68900
12 H 32.93000 27.38700 31.58700
13 O 37.03000 22.85100 30.43700
14 H 36.27800 25.69200 37.94200
15 C 38.70900 31.14000 28.65600
16 C 39.12900 30.94900 27.24900
17 C 34.70000 30.93400 30.96500
18 H 38.04600 22.88900 30.62200
19 C 32.38400 26.35200 35.14900
20 H 41.72200 23.12100 35.88200
21 H 36.72700 25.38000 39.69800
22 C 41.11100 31.14200 29.59400
23 H 33.97600 30.78800 28.55100
24 O 39.13400 31.62000 31.01600
25 O 32.00100 29.70300 33.42700
26 O 40.97100 31.09800 25.66000
27 C 34.23900 26.27100 30.07900
28 H 37.42300 23.02200 40.30800
29 H 35.36700 34.04300 29.32200
30 C 35.08800 23.30800 34.24800
31 H 34.34800 22.16600 31.10000
32 H 42.43700 23.37500 37.79500
33 H 34.96700 28.42100 36.68700
34 H 38.91300 23.68300 39.97600
35 C 34.32700 22.88700 33.12400
36 C 34.34800 25.17500 29.20700
37 H 35.42000 30.35200 32.92700
38 H 38.10600 29.22300 30.55400
39 O 35.33500 27.08500 30.15500
40 O 30.91200 23.68600 30.09300
41 O 38.24500 30.67200 26.48800
42 H 36.98900 32.18600 34.23400
43 H 35.29800 23.14900 36.10200
44 C 43.30100 24.58300 36.16400
45 O 33.96000 30.46600 35.11600
46 O 36.71900 23.25400 37.58200
47 C 37.42100 31.35600 39.75100
48 C 38.70600 25.65100 29.43900
49 C 35.40500 31.14100 32.25500
50 C 36.61000 32.04600 38.91400
51 H 33.13300 23.28300 28.50100
52 C 36.45600 23.90300 34.01600
53 C 36.62600 31.81400 37.34900
54 H 36.74500 26.84600 27.58700
55 H 35.36500 27.56300 30.93200
56 C 31.88700 27.44700 34.17600
57 C 38.10600 23.07400 39.44100
58 C 33.58800 26.70700 35.97400
59 C 34.17200 28.04700 35.98000
60 C 37.29600 23.85800 38.46700
61 O 36.98300 32.84200 33.56700
62 H 39.06400 25.05200 28.70200
63 H 44.75900 23.78300 37.63800
64 O 38.30100 24.19100 32.42700
65 C 38.89200 27.37000 34.79200
66 C 36.43000 23.04600 31.66700
67 O 37.49300 31.56900 40.90800
68 O 36.56300 34.67400 31.69800
69 O 34.10800 31.71200 28.78200
70 C 42.14600 23.76400 36.73400
71 H 40.14800 28.40800 31.81100
72 O 38.99800 29.51200 39.95300
73 H 37.58300 31.31900 29.02800
74 H 38.70100 29.46300 40.90400
75 C 36.94900 27.79900 33.27600
76 C 36.21600 32.44300 32.48900
77 O 39.40900 26.87800 36.16000
78 O 34.68400 22.94600 35.47600
79 C 37.92000 28.14000 32.28500
80 C 37.09300 23.75900 32.69100
81 C 39.46800 28.04000 32.55300
82 C 44.72700 24.08100 36.49500
83 O 34.20700 29.87700 30.77300
84 C 39.87900 27.83300 33.87300
85 C 32.50200 28.78700 34.11200
86 H 38.45500 22.06100 38.97700
87 H 45.43100 24.96000 36.07000
88 O 37.36600 30.52900 35.46700
89 O 41.09700 27.96400 34.15500
90 C 39.68700 31.35000 29.76800
91 C 32.99200 26.48100 31.05100
92 C 38.15000 29.95500 37.73000
93 C 35.00100 22.54500 31.89900
94 O 35.25300 24.86500 28.53200
95 H 36.86900 26.86900 35.31200
96 C 38.06200 30.15400 39.19700
97 H 37.20100 24.21600 34.88900
98 C 41.51500 31.06600 28.15800
99 O 43.12500 25.55300 35.40700
100 H 38.70100 29.03100 37.19600
101 O 30.98400 25.62200 31.79200
102 H 42.51400 31.11400 27.85200
103 O 33.13200 22.77100 33.28000
104 C 37.04000 25.33100 38.74700
105 C 33.15800 24.19700 29.25900
106 H 37.77100 25.37800 29.85100
107 O 31.76000 25.23200 35.32200
108 H 39.92400 31.49600 31.85100
109 C 31.91300 25.55500 31.07000
110 H 37.74500 26.04200 38.30800
111 H 40.40700 26.75900 35.88800
112 H 31.07900 27.20100 33.79700
113 H 30.29200 24.05800 30.58200
114 C 36.13900 33.58800 31.53500
115 H 35.62800 33.29700 37.11100
116 O 38.99900 28.06200 29.19200
117 H 33.39600 30.80800 34.44100
118 O 35.75100 27.87900 32.91500
119 H 38.28800 25.96600 26.78700
120 H 36.05400 32.96700 39.26700
121 C 31.94200 24.50100 30.04700
122 H 39.25600 25.80200 30.44100
123 C 37.47100 27.26800 34.47600
124 H 38.23700 27.61900 26.65100
125 O 35.88100 32.59900 36.53100
126 C 37.87100 26.90700 27.40100
127 H 41.38000 24.47700 36.70500
128 O 41.89600 31.17900 30.49400

The structure (SMILES) is O=C1C=C(O)C(=O)C=C1O.O=C1C=C(O)C(=O)C=C1O.O=C1C=C(O)C(=O)C=C1O.O=C1C=C(O)C(=O)C=C1O.O=C1C=C(O)C(=O)C=C1O.O=C1C=C(O)C(=O)C=C1O.O=C1C=C(O)C(=O)C=C1O.CC(C)=O.CC(C)=O.CC(C)=O. As for the lowest unoccupied orbital energy: -0.107 Ha. The calculation puts the energy at -4302.52961 Eh. Its relative energy (zero: lowest compared OMol25 entry of this formula, charge and spin) is 0.0 kcal per mole. The calculation puts the HOMO-LUMO gap at 5.514 eV. The highest occupied orbital energy comes out at -0.3101 hartree.

Computed, not measured: a molecular structure, C51H47AsN2O7P2Ti, with ωB97M-V/def2-TZVPD.

Cartesian coordinates (Å):
1 H -4.29545 -1.34958 -1.40573
2 H 3.44651 1.06535 3.89531
3 C -1.36386 1.45134 -2.79930
4 C 5.20731 -3.22769 2.33676
5 Ti 0.09012 0.15271 -0.35421
6 C 0.81288 1.94248 3.43864
7 C 5.59715 -1.95084 2.72667
8 H 4.80390 0.23971 0.42032
9 C 0.70694 4.22729 4.16848
10 H -3.93516 -3.03182 -1.88188
11 H -2.72627 -1.12976 3.84934
12 C 6.13467 1.16274 5.38574
13 H 1.88949 3.18639 -0.74025
14 H 0.58419 0.89708 3.62106
15 H 4.56908 -2.02910 -3.61466
16 C 0.39562 2.88697 4.36172
17 C 6.81501 -3.20110 0.54878
18 C 3.60486 -2.18034 -1.70214
19 C -3.94108 -2.32040 -1.05881
20 C 0.81498 0.65504 -3.15071
21 H 3.35909 -0.95195 1.57783
22 H -1.46485 -0.89303 -4.37108
23 O -1.61029 -2.25187 -2.81564
24 H 5.65160 2.96430 -2.75601
25 C 8.39691 1.10468 6.19935
26 P -1.25413 -1.97724 -1.29915
27 C -2.55251 1.42662 -2.04242
28 H -1.86896 -4.74779 -1.19258
29 C -1.14170 2.64528 0.44518
30 N -1.19628 0.45998 1.33252
31 H 9.41158 -0.77576 5.99627
32 H 2.45297 -2.16746 0.08707
33 H 6.94756 -0.32350 2.33156
34 H -2.39043 3.57783 -5.25677
35 N -0.28374 0.69984 -2.40767
36 C 2.86568 2.73186 -0.84725
37 H 2.12607 -0.71933 2.78733
38 C 1.69806 -0.73520 -1.33372
39 C 5.35350 1.54230 -1.17937
40 C -2.76147 1.91872 2.33452
41 C 2.57605 -1.72295 -0.89173
42 C 7.41352 -0.86586 5.23174
43 C 8.49347 -0.22880 5.82445
44 O -1.50446 3.77987 0.36036
45 C 1.87994 3.66147 2.14223
46 H 7.50376 -1.90643 4.94111
47 C -1.75514 1.65786 1.41583
48 H -2.61709 0.80413 -1.15424
49 C -3.58128 2.95862 -3.59863
50 H 4.27674 -2.94600 -1.33427
51 O -0.19374 2.05760 -0.26664
52 C 1.86064 -0.24870 -2.64479
53 C -0.81168 -4.58464 -1.39720
54 C -2.48626 -0.33627 3.15497
55 H -0.61139 -4.69458 -2.45896
56 H -0.11332 -3.37912 2.52248
57 C -2.44351 2.98080 -4.35449
58 H 5.21935 1.72137 5.22858
59 C 3.25519 1.68447 -0.00574
60 C -1.52189 -0.50816 2.18953
61 H -4.44395 3.54106 -3.89095
62 C 2.91105 -0.19895 2.22975
63 C 7.21698 1.79926 5.98036
64 C 3.73108 3.19331 -1.82666
65 H 5.51988 -4.85831 0.97224
66 H -0.21398 -5.28901 -0.82884
67 O -2.62507 -2.19836 -0.48229
68 H -3.20781 2.90407 2.36686
69 C 5.81268 -3.85347 1.25104
70 C -2.22739 -1.47318 -3.85704
71 C 7.20964 -1.92212 0.92909
72 C 6.60488 -1.30277 2.01225
73 H -4.54448 2.14580 -1.84726
74 H 0.38284 4.96943 4.88626
75 H 2.99537 -0.35263 -4.47800
76 C -1.31314 2.22259 -3.97259
77 C 2.88882 -0.71074 -3.46202
78 H 4.44665 -3.75367 2.90368
79 H 7.30624 -3.69549 -0.28019
80 O -0.40599 -3.26351 -0.96194
81 O -0.76047 -2.68876 2.74746
82 C 1.45100 4.60868 3.06352
83 As 4.70309 -1.11573 4.25304
84 H 7.13561 2.83811 6.27490
85 C -3.13033 0.90444 3.20314
86 H -0.04280 2.80117 -5.62444
87 H -2.99784 -0.81635 -3.46328
88 H 3.43193 4.01891 -2.46042
89 C 1.55454 2.31986 2.31478
90 C 3.93219 0.37876 3.20215
91 C -0.11490 2.19600 -4.72858
92 H -0.15934 2.57751 5.23858
93 H 6.31948 1.07204 -1.31223
94 H 1.84903 1.38947 -4.89955
95 H 9.23989 1.59959 6.66424
96 H -2.66888 -2.18703 -4.54522
97 H 8.00770 -1.42075 0.39537
98 C 4.49704 1.08035 -0.19015
99 C 0.92897 1.41521 -4.33546
100 H 1.70931 5.64910 2.91676
101 P 2.05876 1.00924 1.16475
102 C 6.22920 -0.17142 5.00086
103 C 3.77010 -1.66553 -2.98163
104 H -4.59298 -2.68435 -0.27102
105 H -3.90313 1.07645 3.94136
106 C 4.97630 2.60082 -1.99219
107 C -0.61937 -1.66040 1.96269
108 C -3.63476 2.16720 -2.43417
109 H 2.47733 3.97775 1.30020
110 H 4.72733 0.92442 2.69521
111 O 0.23154 -1.56872 1.08343

As for the net charge: +2. As for the lowest unoccupied orbital energy: -0.240 Ha. The calculation puts the energy at -6375.50411 Eh. Its relative energy (zero: lowest compared OMol25 entry of this formula, charge and spin) is 2.4 kcal per mole. The calculation puts the HOMO-LUMO gap at 5.525 eV. The highest occupied orbital energy comes out at -0.4435 hartree.

Question: Which formula does entry 2 have?
Answer: C51H47AsN2O7P2Ti